Record 1
19
Properties=species:S:1:pos:R:3 method="wB97M-V/def2-TZVPD" largest_force_ev_per_a=3.4 e_above_lowest_kj_mol=385.4
C 1.046 -1.154 -0.931
C 1.300 0.243 -0.503
C -1.302 -0.477 -1.594
N -0.367 -1.026 -0.637
C -0.816 -1.128 0.755
C 0.147 1.085 0.985
N 0.425 2.196 1.693
C -0.572 0.051 1.521
O -1.383 -2.151 1.094
H 0.060 2.335 2.630
H 1.032 2.902 1.316
H 1.502 -1.912 -0.295
H 1.199 -1.359 -1.990
H -0.954 0.047 2.539
H 1.177 1.014 -1.254
H 2.165 0.373 0.134
H -1.349 0.613 -1.488
H -2.291 -0.882 -1.369
H -1.020 -0.769 -2.606


Record 2
19
Properties=species:S:1:pos:R:3 method="wB97M-V/def2-TZVPD" largest_force_ev_per_a=1.7 e_above_lowest_kj_mol=575.4
C -0.856 1.013 1.269
C 0.999 -1.581 -1.171
C -0.731 0.280 -0.096
C 0.903 -0.406 -0.225
C -0.357 1.321 -1.164
C 1.770 -0.312 0.810
O -2.074 1.703 1.356
N 0.834 1.055 -1.376
N -1.710 -0.541 -0.476
H -2.777 1.087 1.105
H -1.582 -1.467 -0.064
H -0.747 0.230 2.032
H -0.067 1.752 1.398
H -0.999 2.069 -1.617
H 1.996 -1.622 -1.610
H 0.817 -2.522 -0.647
H 0.283 -1.502 -1.987
H 1.774 0.517 1.501
H 2.526 -1.072 0.964


Record 3
19
Properties=species:S:1:pos:R:3 method="wB97M-V/def2-TZVPD" largest_force_ev_per_a=2.3 e_above_lowest_kj_mol=671.6
C 0.381 -0.025 0.004
C 0.889 1.349 0.340
C 0.530 -1.111 1.032
C -0.423 -0.220 -1.064
C 1.958 -0.610 -1.585
C -2.069 0.453 0.490
N -0.876 -0.502 -2.155
N -2.202 0.167 1.700
O 3.011 -0.079 -1.453
H -1.890 -0.452 -2.262
H -3.071 0.474 2.157
H 1.798 -1.456 -2.310
H -2.807 1.058 -0.081
H 0.578 2.096 -0.388
H 0.521 1.635 1.325
H 1.982 1.322 0.354
H 0.286 -2.092 0.629
H 1.555 -1.112 1.406
H -0.151 -0.896 1.861